1.
Entry from the OMol25 dataset: C33H35NO8 in the gas phase (wB97M-V/def2-TZVPD).

The geometry in XYZ format:
```
77
Properties=species:S:1:pos:R:3
H -2.47 6.72 1.21
C 2.85 -0.06 -0.15
H 4.68 1.98 1.87
H -0.15 -2.40 -3.70
H -1.68 1.13 -2.14
H 0.14 6.08 0.92
H 6.28 1.39 -0.47
O -1.85 -3.30 2.19
H -6.28 -4.03 1.96
H -3.62 4.97 -0.58
H -1.83 6.59 -0.44
C -0.57 4.18 0.10
H -0.01 3.39 0.61
H -0.56 -1.36 1.46
C 2.89 -1.12 -1.08
C -0.91 0.75 -0.16
C 4.23 -2.70 -2.27
C -4.08 -1.36 -0.05
H 3.90 -2.41 -3.27
C -3.20 -0.34 -0.38
O 4.11 -1.64 -1.35
H -0.36 -3.35 -2.20
H -3.52 0.45 -1.03
H -5.71 0.57 -1.01
C 0.50 -0.94 -1.41
H 4.59 -1.97 1.55
C 5.30 -0.22 0.53
H 6.80 -3.07 1.57
H -1.77 -2.63 -3.00
C 5.45 -1.48 1.11
C -2.62 -4.34 2.76
H -5.18 -0.44 -2.38
C 3.85 1.56 1.33
H -0.40 2.25 -1.63
C 3.98 0.45 0.57
C 7.78 -1.46 0.55
O -4.57 -3.44 1.09
C 6.69 -2.09 1.11
C -2.41 -2.38 1.36
H 8.49 0.29 -0.47
C 6.40 0.41 -0.03
H -0.83 5.11 2.03
O 2.38 3.24 2.12
H 8.75 -1.95 0.55
H -3.05 -4.99 2.00
H -5.57 -2.57 2.69
C 2.58 2.23 1.50
H -6.41 -2.47 1.13
C 1.60 0.56 0.09
C -2.02 6.04 0.48
C -5.77 -3.09 1.75
C 1.73 -1.54 -1.70
H -0.04 4.44 -0.82
H -0.76 1.34 0.75
C -3.70 -2.40 0.82
C 7.64 -0.21 -0.02
C -0.72 5.41 0.99
H 1.76 -2.34 -2.42
O -5.35 -1.43 -0.56
H -1.92 -4.90 3.39
N -1.93 3.79 -0.20
C -0.72 -2.49 -2.76
O -3.54 2.60 -1.20
O 1.50 1.64 0.90
O -0.66 -1.31 -2.00
H 5.29 -2.95 -2.29
H -3.41 4.49 1.11
H -3.43 -3.94 3.39
C -1.92 -0.33 0.16
C 0.42 0.11 -0.50
C -1.55 -1.34 1.02
C -5.77 -0.43 -1.46
C -2.36 2.73 -0.90
C -1.30 1.71 -1.30
C -2.88 4.82 0.21
H 3.66 -3.58 -1.94
H -6.81 -0.67 -1.69
```

Its SMILES is COc1cc([C@H](CC(=O)N2CCCC2)c2c(OC)cc(OC)c3c(-c4ccccc4)cc(=O)oc23)cc(OC)c1OC. Its total charge is 0. The calculation puts the HOMO energy at -0.290 hartree.

---

2.
Entry from the OMol25 dataset: a molecular structure, C33H36BrN9NaO7S3Se2 in a non-equilibrium geometry (wB97M-V/def2-TZVPD).

The geometry in XYZ format:
```
92
Properties=species:S:1:pos:R:3
C -1.31 3.70 4.13
C -1.43 4.59 3.02
H 2.97 -4.02 -0.40
H -5.95 0.80 -6.06
H -3.93 -1.52 -6.13
O -4.66 2.24 0.20
N 2.28 0.76 -1.98
Br 4.09 3.60 -0.36
H -1.19 -2.52 -1.87
H -4.78 -2.45 -3.37
C 3.38 0.09 -2.10
H -4.74 -1.48 -1.20
N 0.63 2.82 0.54
Se 3.47 -1.93 0.86
H 5.38 0.00 3.82
C 1.53 0.70 -3.13
O 1.72 -2.93 3.29
H 1.65 -2.87 -0.57
H 1.03 3.28 -1.41
C -0.06 -3.79 1.00
H 2.15 -2.25 2.72
H -0.87 -1.35 -3.18
C -0.28 4.76 -0.52
C -0.56 2.47 4.01
H -5.59 -1.59 -5.46
N 0.75 1.05 2.59
N -2.92 -0.52 -1.23
C -0.79 4.30 1.76
S -4.10 -0.32 -4.12
C 1.94 -4.13 2.59
C 0.08 2.19 2.79
C 0.80 0.16 3.56
N -1.08 0.69 -0.97
O 7.00 2.14 3.67
N -2.17 5.66 3.29
C -3.28 0.69 -0.64
Na 1.21 0.49 0.25
C -3.89 -1.85 -3.16
C 2.09 -0.01 -4.14
C 4.08 0.53 2.19
N -4.55 1.09 -0.19
H 0.57 1.20 -3.17
H -4.29 0.93 -6.66
N -1.95 4.11 5.21
C 5.15 0.72 3.05
O 1.20 -5.89 -0.60
H 1.29 -0.78 3.35
C 2.30 -3.36 0.15
H -0.64 -4.32 1.76
H 0.29 -0.40 5.58
H 1.46 -4.93 3.17
C 5.63 2.75 1.86
H 1.70 -0.21 -5.13
N 3.76 1.38 1.21
C 5.93 1.86 2.88
C -2.11 1.40 -0.51
H 0.85 -6.24 1.42
C -0.01 3.13 1.67
C 0.50 3.60 -0.52
C 1.53 -5.67 0.77
C -0.81 -1.53 -2.10
H 7.12 1.43 4.31
S -2.65 5.52 4.82
C -4.74 -0.94 -5.69
H 2.56 -6.00 0.97
O -2.81 0.25 -4.39
H -3.01 -2.33 -3.58
C -3.76 -1.64 -1.63
C 1.43 -4.18 1.14
H -1.52 6.02 0.71
Se -0.58 -1.89 1.12
H -3.32 -2.53 -1.18
C -5.14 0.25 -6.54
S 3.59 -0.67 -3.63
C -0.47 1.54 5.05
O -5.48 0.29 -0.17
H -0.95 1.75 5.99
C 4.53 2.44 1.07
H 1.32 -6.82 -0.78
C -1.58 -0.48 -1.39
H 3.46 -0.36 2.27
H 6.22 3.63 1.70
H -0.36 5.35 -1.42
H -5.47 -0.07 -7.53
H 4.12 -0.02 -1.32
H -0.39 -4.12 0.02
H 0.22 -1.47 -1.79
C -0.92 5.12 0.64
H -2.00 2.39 -0.08
H 3.02 -4.35 2.56
C 0.22 0.37 4.82
O -5.12 0.50 -3.53
```

Its total charge is -1. The calculation puts the energy above the lowest of the compared OMol25 structures with the same formula, charge and spin at 16.2 kJ/mol. The calculation puts the HOMO energy at -0.115 hartree.

---

3.
Entry from the OMol25 dataset: a gas-phase ion, C33H36ClN2 (charge +1) in a non-equilibrium geometry (wB97M-V/def2-TZVPD).

The geometry in XYZ format:
```
72
Properties=species:S:1:pos:R:3
C 3.97 1.26 5.12
C -0.10 3.12 2.88
C -3.75 0.94 -5.14
C -2.85 0.75 1.41
H -3.91 0.90 1.34
C -0.72 -1.42 -3.20
C 2.26 -0.25 4.06
H 0.40 3.99 3.32
C 1.09 -0.44 3.32
C -0.83 0.19 0.57
C 0.89 -1.28 -1.37
H -2.01 2.59 -3.83
C 4.78 -1.74 -1.73
H 5.57 -1.71 -2.49
H -4.86 -0.58 -3.23
H 4.72 1.82 4.55
H 4.43 0.31 5.42
H -0.06 2.42 -1.09
N -0.73 0.44 1.93
H 1.27 -2.52 3.46
H -4.24 -2.05 -1.22
N -2.10 0.54 0.25
C 0.75 1.95 3.23
H -3.03 1.52 -5.71
H -4.74 1.37 -5.30
C 0.24 -0.10 -0.46
H 2.85 -1.11 4.38
C 3.43 -1.54 -2.07
H -1.42 3.26 -0.37
H -0.79 -1.85 -4.22
C -1.09 2.78 -1.29
H 1.03 -0.07 -3.23
C 5.11 -2.11 -0.42
C 1.91 2.13 3.99
H -1.12 3.09 3.26
H -2.19 0.72 3.51
C -0.07 -2.40 -1.14
H 3.23 -1.26 -3.10
H 0.46 -1.98 1.98
H 1.33 -1.77 -3.52
H 0.06 0.67 -1.27
C -3.63 -0.06 -1.52
H -0.42 -1.98 3.50
Cl 6.75 -2.30 0.05
C 2.69 1.04 4.36
H 3.80 1.84 6.04
C 2.41 -1.66 -1.09
C -2.03 1.75 -1.85
H 1.17 0.01 0.12
C -2.02 0.64 2.45
C 0.75 -1.07 -2.90
H -3.77 -1.25 0.30
H -0.16 3.29 1.79
C 4.11 -2.28 0.54
H 2.24 3.13 4.30
H 2.00 -2.27 0.90
C -2.56 0.72 -1.08
H -5.31 -0.82 -0.48
H 4.35 -2.65 1.55
C -4.27 -1.10 -0.67
C -2.44 1.82 -3.18
H -0.11 -2.80 -0.11
C 0.43 0.66 2.79
C -4.05 0.05 -2.85
H -1.36 -0.50 -3.23
H -0.98 3.56 -2.05
H -3.77 -0.07 -5.55
C -3.39 0.93 -3.70
C 0.56 -1.80 3.06
H -1.95 -2.97 -2.15
C 2.78 -2.08 0.16
C -1.02 -2.39 -2.08
```

Its SMILES is Cc1cc(C)c(-n2cc[n+](-c3c(C)cc(C)cc3C)c2C[C@@]2(c3ccc(Cl)cc3)C=CCC2)c(C)c1. Its total charge is +1. The calculation puts the HOMO energy at -0.412 hartree.